[1]
157
Properties=species:S:1:pos:R:3 method="wB97M-V/def2-TZVPD" total_charge=-1
As -0.3818 0.5130 -0.4676
F 0.0378 -1.2059 -0.0613
F 1.2770 1.0640 -0.0940
F -0.7981 2.2077 -0.7515
F -2.0550 0.0496 -0.9210
F -0.7210 0.7011 1.2545
F 0.1897 0.3109 -2.1642
C -15.7792 -0.8477 3.9700
C -14.2920 -0.3001 4.2401
O -13.5956 -0.6058 3.0766
C -12.4362 -0.1203 2.7890
O -11.7596 0.6628 3.4724
O -12.0117 -0.7458 1.6223
C -10.6762 -0.5714 1.1351
H -16.2416 -0.8599 4.9570
H -15.8113 -1.8652 3.5804
H -16.3146 -0.2082 3.2682
H -13.8181 -0.7437 5.1158
H -14.2560 0.7692 4.4480
H -10.3729 0.4756 1.1295
H -10.6810 -0.8333 0.0771
H -9.9357 -1.1842 1.6493
C -0.8390 -14.6652 -4.9825
C -0.6579 -13.6381 -3.8441
O 0.0705 -12.5019 -4.2570
C 0.6293 -11.7126 -3.2824
O 0.6160 -11.9502 -2.0994
O 1.2854 -10.6079 -3.8558
C 2.0539 -9.6964 -3.0816
H -1.1382 -15.5927 -4.4943
H 0.0767 -15.0228 -5.4533
H -1.6547 -14.5326 -5.6933
H -0.1089 -14.1193 -3.0347
H -1.6262 -13.3229 -3.4553
H 2.8245 -9.0498 -3.5014
H 2.5775 -10.3106 -2.3490
H 1.3202 -9.0455 -2.6061
C -10.7108 -8.8021 -3.2577
O -9.5015 -8.1924 -2.7020
C -9.8162 -7.3049 -1.6444
C -8.4432 -6.9186 -1.0059
N -7.5944 -8.0945 -0.8107
C -6.1802 -7.7610 -0.4801
C -5.4990 -6.7202 -1.3014
O -5.6235 -6.9311 -2.6875
C -5.0762 -5.8762 -3.5208
H -11.4307 -8.0124 -3.4728
H -11.2282 -9.4499 -2.5501
H -10.4926 -9.3401 -4.1802
H -10.5149 -7.7956 -0.9667
H -10.2152 -6.3318 -1.9307
H -8.6219 -6.2353 -0.1756
H -7.9715 -6.2825 -1.7549
H -7.6924 -8.5874 -1.6868
H -5.4851 -8.5971 -0.4039
H -6.1151 -7.4308 0.5567
H -4.4533 -6.7069 -0.9940
H -5.9211 -5.7433 -1.0659
H -5.2772 -6.1063 -4.5671
H -4.0138 -5.7394 -3.3195
H -5.6364 -4.9481 -3.4071
C 2.0841 4.1731 10.2983
O 1.7402 4.1187 8.9257
C 1.1062 5.2469 8.4161
C 1.1040 5.1323 6.8682
N 0.3924 6.4202 6.5163
C 0.1437 6.5049 5.0647
C -0.3545 7.8777 4.7740
O -1.6106 8.2499 5.3937
C -2.1172 9.4899 4.9596
H 1.2335 4.4236 10.9321
H 2.8300 4.9594 10.4148
H 2.5039 3.1928 10.5239
H 1.6806 6.1392 8.6651
H 0.1041 5.2907 8.8428
H 0.6305 4.2047 6.5467
H 2.1490 5.1518 6.5589
H -0.5353 6.4303 6.9155
H -0.6879 5.8434 4.8220
H 1.0762 6.3093 4.5352
H -0.3975 8.0964 3.7071
H 0.3530 8.5991 5.1829
H -2.1940 9.4804 3.8723
H -1.4903 10.3008 5.3305
H -3.1099 9.6582 5.3770
C 5.2957 1.4371 -6.6275
O 5.9053 2.2764 -7.5908
C 5.6581 3.6487 -7.4118
C 6.6049 4.2949 -6.3865
N 6.7394 5.7076 -6.5959
C 7.8516 6.3005 -5.9183
C 7.7692 7.8516 -5.8209
O 6.7879 8.3954 -4.9285
C 6.6193 9.8136 -4.8297
H 5.5969 1.7612 -5.6314
H 5.6797 0.4600 -6.9204
H 4.2077 1.4805 -6.6778
H 4.6442 3.9415 -7.1389
H 5.8793 4.0705 -8.3923
H 7.6219 3.9221 -6.5085
H 6.2559 4.0396 -5.3859
H 5.9190 6.1369 -6.1924
H 8.6590 6.1232 -6.6287
H 8.0458 5.8901 -4.9273
H 7.5806 8.1553 -6.8506
H 8.7401 8.2983 -5.6066
H 5.8490 9.9862 -4.0780
H 6.3937 10.3004 -5.7785
H 7.5315 10.3131 -4.5037
C 6.1764 -2.2745 5.1912
O 7.0372 -3.2750 4.6828
C 6.9249 -3.5096 3.2747
C 7.6101 -2.3889 2.4069
N 9.0365 -2.5044 2.7109
C 9.7851 -1.4319 2.0834
C 11.2773 -1.6632 2.3010
O 11.6597 -1.3856 3.6412
C 13.1148 -1.4103 3.7560
H 5.1652 -2.4148 4.8093
H 6.3962 -1.2621 4.8525
H 6.1340 -2.2906 6.2803
H 5.8704 -3.6200 3.0216
H 7.3267 -4.4998 3.0600
H 7.2604 -1.4150 2.7495
H 7.2951 -2.3934 1.3634
H 9.0663 -2.3644 3.7107
H 9.5490 -0.3997 2.3420
H 9.5835 -1.5410 1.0177
H 11.8251 -1.0638 1.5739
H 11.4168 -2.7114 2.0364
H 13.5205 -2.4170 3.8555
H 13.4026 -0.9482 4.7003
H 13.6406 -0.8057 3.0170
C -6.2805 5.1484 5.0655
O -5.6280 5.9838 5.9827
H -6.8072 5.7436 4.3195
H -5.5270 4.5028 4.6144
H -6.8815 4.4157 5.6040
H -5.2357 6.7119 5.4953
C -3.3827 2.1409 -6.6266
O -4.3573 1.9449 -5.6710
H -3.3048 1.3518 -7.3745
H -3.6464 3.0668 -7.1377
H -2.4029 2.3414 -6.1931
H -3.9945 1.5340 -4.8828
C 1.3840 7.2272 -4.0988
O 1.6652 7.8055 -5.3363
H 0.4388 7.5453 -3.6588
H 1.3630 6.1432 -4.2105
H 2.2206 7.4904 -3.4517
H 1.6938 8.7589 -5.2279
C 6.9139 5.3244 -0.1749
O 8.1157 5.8617 0.4454
H 7.2334 4.3964 -0.6489
H 6.0448 5.2001 0.4710
H 6.5090 5.9606 -0.9619
H 7.8394 6.5070 1.1003

[2]
145
Properties=species:S:1:pos:R:3 method="wB97M-V/def2-TZVPD" total_charge=0 smiles="COB(O)[C@]1(P(C)C)COC(=O)O1.CC(C)O.CC(C)O.CC(C)O.CC(C)O.CC(C)O.CC(C)O.CC(C)O.CC(C)O.CC(C)O.CC(C)O"
C 1.8502 0.4544 -0.7982
O 0.5691 0.9325 -0.2555
B -0.2658 1.5874 -1.2898
O 0.3551 2.1780 -2.5090
C -1.9098 1.6598 -0.9677
P -3.0279 0.2351 -1.5724
C -3.1897 -1.1803 -0.3014
C -2.5421 -0.3759 -3.3149
C -2.3768 2.8943 -1.9951
O -3.6766 3.1816 -1.3036
C -3.1730 3.5268 0.0662
O -3.4190 4.5972 0.8281
O -2.2638 2.3585 0.3118
H 2.5125 1.2738 -1.3075
H 2.4889 -0.0309 0.0708
H 1.6436 -0.3813 -1.5912
H -0.1388 1.9079 -3.3390
H -3.1446 -2.2135 -0.8846
H -2.4443 -1.1310 0.5996
H -4.2812 -1.0842 0.1704
H -3.3732 -1.0598 -3.7757
H -1.4988 -0.9041 -3.3895
H -2.4921 0.5966 -4.0060
H -1.7057 3.7971 -1.6699
H -2.4250 2.6007 -3.1380
C 1.3680 -4.5195 -1.4062
C 0.4443 -3.4968 -0.7642
C -0.4700 -4.1440 0.2638
O -0.3461 -2.8747 -1.7739
H 0.7938 -5.2909 -1.9318
H 2.0116 -4.0417 -2.1527
H 2.0011 -5.0050 -0.6570
H 1.0401 -2.7124 -0.2848
H -1.1093 -4.9019 -0.2025
H -1.1375 -3.3983 0.7087
H 0.1079 -4.6181 1.0631
H -0.8785 -3.5637 -2.2050
C 6.1947 -2.7099 0.4815
C 5.1686 -2.0713 -0.4408
C 5.6682 -2.0220 -1.8760
O 4.8894 -0.7476 0.0077
H 7.1272 -2.1344 0.4887
H 5.8267 -2.7274 1.5130
H 6.4194 -3.7355 0.1723
H 4.2314 -2.6368 -0.3966
H 6.5820 -1.4222 -1.9524
H 4.9246 -1.5488 -2.5262
H 5.8771 -3.0269 -2.2559
H 5.7160 -0.2382 -0.0282
C 4.6641 5.6861 -0.6019
C 3.5763 4.9831 -1.3979
C 2.3774 4.6501 -0.5240
O 4.1015 3.7817 -1.9567
H 5.0298 5.0481 0.2106
H 5.5256 5.9085 -1.2407
H 4.2958 6.6228 -0.1718
H 3.2591 5.6204 -2.2305
H 2.6620 3.9754 0.2911
H 1.6077 4.1335 -1.1074
H 1.9406 5.5556 -0.0917
H 4.3856 3.2096 -1.2245
C -8.0614 -1.2414 1.4351
C -7.5726 -1.1733 -0.0029
C -8.7347 -1.1601 -0.9832
O -6.7401 -2.2981 -0.2726
H -8.6364 -2.1576 1.6107
H -7.2141 -1.2627 2.1288
H -8.6923 -0.3809 1.6788
H -6.9633 -0.2736 -0.1424
H -9.3335 -2.0733 -0.8935
H -8.3678 -1.1234 -2.0146
H -9.3857 -0.2972 -0.8121
H -7.2728 -3.1016 -0.1513
C 0.3965 7.2079 4.2384
C 0.3538 7.1058 2.7221
C -0.9906 6.5850 2.2394
O 1.3866 6.2296 2.2785
H 0.2506 6.2256 4.7017
H 1.3740 7.5723 4.5721
H -0.3765 7.8878 4.6102
H 0.5471 8.0899 2.2813
H -1.1856 5.5807 2.6317
H -1.0026 6.5050 1.1471
H -1.8051 7.2462 2.5512
H 1.2231 5.3533 2.6651
C -1.5949 -6.4874 -4.3555
C -2.4656 -6.2558 -3.1309
C -3.8329 -6.9009 -3.2930
O -2.6260 -4.8549 -2.9234
H -2.0507 -6.0469 -5.2495
H -0.6186 -6.0071 -4.2298
H -1.4394 -7.5561 -4.5330
H -1.9691 -6.6638 -2.2437
H -4.3680 -6.4751 -4.1492
H -4.4529 -6.7156 -2.4094
H -3.7445 -7.9819 -3.4386
H -3.0662 -4.4842 -3.7063
C 8.2596 -2.6081 5.4854
C 7.1718 -3.3112 4.6893
C 5.9729 -3.6441 5.5632
O 7.6969 -4.5125 4.1306
H 8.6253 -3.2461 6.2978
H 9.1211 -2.3857 4.8465
H 7.8913 -1.6714 5.9155
H 6.8546 -2.6738 3.8568
H 6.2575 -4.3188 6.3783
H 5.2032 -4.1607 4.9799
H 5.5360 -2.7386 5.9956
H 7.9811 -5.0846 4.8627
C 6.1494 -4.9690 -6.8979
C 5.8099 -3.7328 -6.0806
C 7.0646 -2.9798 -5.6676
O 5.0871 -4.1210 -4.9152
H 6.7627 -5.6669 -6.3169
H 5.2375 -5.5076 -7.1776
H 6.6925 -4.7024 -7.8100
H 5.1598 -3.0724 -6.6647
H 7.7103 -3.6071 -5.0430
H 6.8057 -2.0995 -5.0696
H 7.6351 -2.6536 -6.5427
H 5.6567 -4.7077 -4.3905
C -4.7741 8.1286 3.0279
C -4.7332 8.6775 1.6107
C -6.0420 8.4231 0.8799
O -3.6656 8.0606 0.8958
H -4.9308 7.0440 3.0238
H -3.8213 8.3079 3.5375
H -5.5755 8.5952 3.6090
H -4.5303 9.7536 1.6384
H -6.2437 7.3491 0.7996
H -5.9937 8.8125 -0.1427
H -6.8814 8.8986 1.3966
H -3.8373 7.1047 0.8662
C -5.2135 -0.2599 5.1419
C -4.4271 -1.3693 4.4621
C -2.9428 -1.2693 4.7764
O -4.6177 -1.2877 3.0520
H -4.8806 0.7252 4.7960
H -6.2782 -0.3372 4.8968
H -5.1001 -0.3050 6.2295
H -4.8075 -2.3434 4.7884
H -2.5294 -0.3201 4.4175
H -2.3878 -2.0666 4.2705
H -2.7614 -1.3447 5.8529
H -4.2827 -0.4259 2.7534

[3]
166
Properties=species:S:1:pos:R:3 method="wB97M-V/def2-TZVPD" s_squared=0.751 multiplicity=2 total_charge=-1
O 9.9523 -2.0618 -3.0694
S 9.8269 -1.1386 -1.9304
O 8.7819 -0.0988 -1.8680
O 9.8403 -2.0151 -0.5413
C 10.2091 -3.3496 -0.6669
C 11.7119 -3.5489 -0.6338
C 11.4173 -0.2219 -1.7569
H 9.8518 -3.8366 -1.5742
H 9.8072 -3.8450 0.2169
H 12.2331 -3.1527 -1.5053
H 11.9805 -4.5869 -0.4377
H 12.1528 -2.9283 0.1463
H 12.1101 -1.0455 -1.5842
H 11.2575 0.6025 -1.0620
H 11.6270 0.0690 -2.7863
O 23.6762 -5.8263 -5.2629
S 22.7857 -5.5737 -6.3736
O 22.5838 -6.6918 -7.3435
O 21.3581 -5.0046 -5.7045
C 21.4008 -4.2947 -4.4652
C 21.0198 -5.2129 -3.2854
C 23.2061 -3.9468 -7.3188
H 20.7939 -3.3926 -4.5419
H 22.4089 -3.9796 -4.1955
H 20.1279 -5.7953 -3.5166
H 20.7589 -4.5844 -2.4338
H 21.7230 -5.9346 -2.8698
H 22.2666 -3.4837 -7.6204
H 23.8311 -4.2113 -8.1717
H 23.7449 -3.2390 -6.6889
O 15.7688 -6.5911 -2.9879
S 15.1069 -6.1011 -1.7697
O 13.6888 -6.4179 -1.4283
O 15.9849 -6.5202 -0.3910
C 17.3591 -6.7866 -0.5277
C 18.1179 -5.5559 -0.9076
C 15.1977 -4.2429 -1.7246
H 17.4580 -7.7153 -1.0897
H 17.6639 -7.0694 0.4799
H 17.8846 -4.6912 -0.2864
H 18.0998 -5.2943 -1.9656
H 19.1713 -5.7514 -0.7072
H 16.2586 -4.0042 -1.7988
H 14.6614 -4.0069 -0.8054
H 14.5688 -3.7546 -2.4691
O 18.4845 -3.1615 2.0024
S 18.5980 -3.0350 3.4556
O 17.9116 -3.9430 4.3864
O 20.2429 -3.0107 3.8089
C 21.0574 -2.2442 2.9508
C 22.4440 -2.4085 3.6146
C 18.0875 -1.3536 4.0636
H 20.6861 -1.2388 2.7522
H 21.1923 -2.8107 2.0294
H 23.0359 -1.6988 3.0366
H 22.9142 -3.3687 3.4029
H 22.5159 -2.1898 4.6800
H 17.0532 -1.3518 4.4077
H 18.1445 -0.6098 3.2690
H 18.7883 -1.1007 4.8593
O 14.0414 -5.8068 -8.7867
S 14.1567 -5.5522 -7.3766
O 14.6020 -4.2410 -6.9695
O 12.7487 -5.8567 -6.5797
C 12.7661 -5.9015 -5.1631
C 11.3024 -5.6653 -4.7541
C 15.2318 -6.8548 -6.5508
H 13.3017 -5.0753 -4.6955
H 13.0643 -6.8586 -4.7351
H 10.7326 -6.4497 -5.2523
H 11.0029 -4.6621 -5.0572
H 11.0996 -5.8042 -3.6921
H 14.8357 -7.8173 -6.8746
H 15.0697 -6.8795 -5.4732
H 16.2367 -6.5978 -6.8858
O 14.9623 -0.6862 -6.2783
S 13.9277 -1.1107 -5.3563
O 14.1000 -2.1586 -4.3684
O 13.2267 0.1232 -4.6502
C 12.7393 1.2527 -5.3748
C 13.7556 2.0946 -6.1794
C 12.5529 -1.6545 -6.4239
H 12.2114 1.9361 -4.7097
H 11.9962 0.9081 -6.0940
H 14.1522 1.5605 -7.0428
H 14.5713 2.2698 -5.4779
H 13.2859 3.0293 -6.4857
H 12.4310 -0.7806 -7.0639
H 11.6735 -1.9351 -5.8443
H 12.7811 -2.4869 -7.0896
O 24.1625 -8.2172 3.6463
S 23.3521 -7.6730 2.5521
O 22.6551 -8.4794 1.5717
O 22.2162 -6.6553 3.2385
C 21.1627 -6.2318 2.3873
C 19.9382 -6.2047 3.2495
C 24.3027 -6.3370 1.6513
H 20.9555 -6.9601 1.6033
H 21.3596 -5.3038 1.8504
H 19.0879 -5.9799 2.6056
H 20.1544 -5.4396 3.9953
H 19.7575 -7.1007 3.8433
H 24.8377 -5.7073 2.3622
H 23.5885 -5.7293 1.0956
H 25.0307 -6.8004 0.9854
O 18.2923 -9.9833 -0.5192
S 19.6087 -9.4268 -0.1692
O 20.1786 -8.2161 -0.8211
O 19.3649 -8.9244 1.3953
C 19.1802 -9.8142 2.4967
C 18.0293 -9.4074 3.4457
C 20.8502 -10.7459 -0.0889
H 20.1620 -9.8853 2.9647
H 18.9850 -10.8278 2.1464
H 17.1459 -8.9742 2.9768
H 18.3833 -8.6909 4.1870
H 17.7242 -10.2648 4.0456
H 21.8357 -10.2802 -0.0928
H 20.7613 -11.1972 -1.0771
H 20.6739 -11.4905 0.6874
C 15.1688 -5.8349 2.9906
O 14.4018 -5.5355 4.0999
C 13.5196 -4.4466 3.8356
C 14.0850 -3.0041 4.0320
O 15.0269 -2.4848 3.1113
C 14.4447 -2.0695 1.8474
C 15.4719 -1.6759 0.8071
O 14.7237 -1.2564 -0.4171
C 15.4097 -0.3745 -1.2398
H 15.9861 -6.4548 3.3593
H 15.5949 -4.9664 2.4883
H 14.5847 -6.3764 2.2465
H 12.7443 -4.4820 4.6010
H 12.9574 -4.3947 2.9032
H 14.8021 -3.0012 4.8528
H 13.2696 -2.3081 4.2289
H 13.9637 -1.1705 2.2327
H 13.7740 -2.8421 1.4712
H 16.1616 -2.4870 0.5738
H 16.1019 -0.8546 1.1487
H 14.7161 -0.1384 -2.0469
H 16.3638 -0.7594 -1.5997
H 15.6637 0.4747 -0.6054
C 15.3082 -11.6440 -10.2774
O 15.9722 -11.6346 -8.9605
C 15.8902 -10.3231 -8.3104
C 16.6604 -10.3747 -6.9724
O 15.7032 -10.6800 -5.9218
C 16.2498 -10.3282 -4.6319
C 15.1069 -10.3366 -3.6414
O 14.0724 -9.3592 -3.8358
C 13.2366 -9.1552 -2.7438
H 14.2651 -11.7012 -9.9663
H 15.5672 -12.5762 -10.7793
H 15.6317 -10.8063 -10.8953
H 14.8216 -10.1658 -8.1638
H 16.2281 -9.5051 -8.9467
H 17.2890 -9.4908 -6.8644
H 17.4323 -11.1442 -6.9630
H 16.6489 -9.3173 -4.5485
H 17.0243 -11.0446 -4.3578
H 15.6041 -10.2520 -2.6751
H 14.6939 -11.3438 -3.5853
H 12.6124 -10.0373 -2.6011
H 12.5183 -8.3459 -2.8755
H 13.7560 -8.8773 -1.8267

Number 1: DFT total energy -5834.98230 Ha. Number 2: DFT total energy -2921.49837 Ha. Number 3: DFT total energy -6869.13321 Ha.